Record 1
Below is a 8-piece molecular cluster, C30H41BIN2O26 overall in a non-equilibrium geometry, with properties calculated with ωB97M-V/def2-TZVPD.

The geometry in XYZ format:
```
101
Properties=species:S:1:pos:R:3:forces:R:3:mulliken_charge:R:1
I -3.15102 0.59001 -1.90785 0.5 0.4 -0.3 0.204
O 1.89574 -1.85231 -4.00670 0.2 0.2 0.1 -0.335
O 1.33492 0.51438 3.94828 0.0 0.2 0.0 -0.623
O 1.10103 4.33927 -1.47465 -0.9 0.6 -0.5 -0.469
O -1.75216 5.55702 6.86827 0.2 0.1 -0.1 -0.338
O 3.21187 -9.68397 1.59384 -0.1 -0.2 0.0 -0.357
O -0.09072 4.98051 2.50074 -0.1 -0.2 -0.4 -0.376
O 2.39526 -2.40713 0.41561 -0.2 -0.2 -0.1 -0.286
O 0.45653 -1.55266 3.88105 0.2 0.1 0.1 -0.284
O 0.38013 3.36595 1.05073 -0.1 0.0 0.1 -0.216
O -0.65598 6.81983 -3.19284 0.8 -0.1 -0.4 -0.116
O -1.85630 7.54466 -2.99771 -0.6 -0.2 0.2 -0.383
O 1.48121 -4.13364 -0.66740 0.1 0.2 0.2 -0.309
O 0.16773 -2.73714 0.51289 -0.1 0.0 0.0 -0.550
O 4.07545 -2.03474 -3.46954 0.1 -0.1 0.1 -0.533
O -1.00376 5.00886 0.43605 0.1 0.1 -0.3 -0.662
O 0.21133 5.45780 7.97131 0.0 0.0 0.0 -0.508
O 4.30605 -11.65562 1.54917 0.1 0.0 0.0 -0.509
O -1.81276 -9.23246 0.99102 0.1 0.0 0.0 -0.503
O 1.65409 3.93156 -3.72211 -0.4 -0.7 -0.1 -0.565
O -2.82038 -7.72521 -0.34014 0.2 0.0 0.1 -0.345
O 0.00584 6.72317 6.11764 -0.2 -0.1 0.1 -0.345
O -5.02716 4.66354 -1.88463 -0.4 0.7 -1.0 -0.399
O -0.65166 -7.48044 0.15892 -0.3 -0.1 0.0 -0.212
O 2.07910 -11.57688 1.20763 0.2 0.3 0.0 -0.344
O 3.09704 -0.00783 -3.60380 -0.1 -0.2 0.0 -0.322
O 2.44293 -1.22852 4.84105 -0.2 0.0 -0.1 -0.325
N -1.21158 2.67099 -2.51908 0.5 0.3 -0.1 -0.868
N -0.72890 3.80006 -3.04178 -0.8 -0.3 -0.2 0.814
C 3.48984 -3.21871 -0.03609 0.4 -0.1 0.0 -0.348
C -0.87333 5.89498 -4.24789 -0.8 0.3 -0.2 -1.513
C -1.76771 -8.24340 0.33556 -0.1 -0.1 0.0 0.579
C -4.83627 2.93083 -3.64855 -1.0 0.9 0.7 -1.599
C 1.89558 -9.29156 1.19658 0.0 0.3 -0.1 -0.073
C 0.62273 3.96710 3.24660 0.1 -0.1 0.3 -0.363
C 3.29875 -11.03748 1.45952 0.0 -0.1 0.0 0.549
C -5.24522 3.35308 -1.10313 0.3 3.8 -1.3 -0.561
C 0.99038 -2.85482 4.13247 0.0 -0.3 0.0 -0.022
C 3.03171 3.94128 -3.30777 0.8 0.5 -0.2 -0.752
C -3.40132 3.24831 -3.44252 0.7 0.1 -0.3 0.968
C -0.44578 5.87204 7.07746 0.0 0.0 0.1 0.672
C -5.67862 3.65602 -2.54768 1.5 -1.6 1.6 0.341
C 2.84712 -4.06306 -1.11003 0.2 -0.1 -0.3 -0.109
C -0.99539 6.80267 5.10052 0.0 0.2 -0.3 0.335
C -2.46170 2.43881 -2.74103 -1.6 -1.7 0.6 -0.121
C 1.09962 -10.55048 1.40140 -0.4 -0.2 0.0 -0.189
C 0.96389 -0.77278 -3.93437 -0.5 0.0 0.0 -0.301
C -2.44482 -6.43129 -0.81703 -0.1 0.2 -0.1 -0.397
C 1.24565 -3.06128 0.12617 0.0 0.0 -0.1 0.588
C -0.93954 -6.52680 -0.86844 0.2 0.3 -0.2 0.133
C -2.85885 4.40733 -3.95591 -0.2 -1.2 0.7 -0.500
C -1.51156 4.61447 -3.71626 0.8 2.2 -1.2 0.926
C 1.40592 -0.64786 4.20109 0.0 -0.1 0.0 0.674
C 3.11924 -1.36479 -3.67570 0.0 0.1 0.0 0.657
C 1.28625 3.17825 2.14831 0.5 -0.3 0.2 -0.200
C 1.84405 0.43820 -4.12595 -0.1 0.2 -0.1 0.347
C -0.29875 4.49598 1.26453 0.0 0.0 0.3 0.643
C -2.25330 6.41641 5.84202 -0.2 0.1 -0.1 -0.392
C 2.06207 -2.57167 5.15988 0.1 -0.3 0.2 -0.333
B 0.75250 4.05422 -2.73717 1.2 0.1 0.5 0.973
H -5.14853 3.39461 -4.58621 0.0 -0.4 -0.2 0.429
H 1.48778 1.30952 -3.58335 0.2 0.0 0.1 -0.394
H -5.07349 1.87312 -3.57857 0.1 0.0 -0.4 0.369
H 3.28296 -5.05600 -1.18409 -0.2 -0.1 0.1 0.377
H 2.91275 -3.24390 5.08325 0.1 0.2 0.0 0.310
H -3.46345 5.10595 -4.51395 0.2 0.2 0.0 0.507
H -1.04532 7.80585 4.68332 0.2 0.0 0.1 0.325
H 1.33381 4.41705 3.93455 -0.1 0.2 -0.1 0.471
H -0.45110 -5.57843 -0.66507 0.1 -0.1 0.2 -0.033
H 0.70069 -10.63177 2.41370 0.0 0.0 0.0 0.239
H -1.83021 8.24822 -3.66746 0.3 0.0 0.1 0.343
H 0.20236 -0.86813 -4.70527 0.1 -0.2 0.0 0.334
H -2.88997 -6.23225 -1.78887 -0.1 -0.2 0.0 0.332
H 3.68062 3.77802 -4.16680 -0.4 -0.1 -0.2 0.237
H 2.26239 3.58131 1.87203 -0.1 0.1 -0.1 0.271
H -5.81910 3.86244 -0.33731 -0.5 -1.5 0.6 0.412
H 0.21831 -3.52631 4.49899 -0.1 0.2 0.0 0.341
H 0.03713 5.71464 -4.82341 0.2 0.0 0.5 0.399
H 3.26750 3.17213 -2.57260 -0.4 0.0 0.1 0.335
H -6.74059 3.75227 -2.72655 -0.1 0.1 -0.2 0.443
H -1.57449 6.37148 -4.93675 0.0 -0.3 -0.1 0.482
H 0.31918 4.73328 -1.03178 0.2 -0.3 0.7 0.244
H 2.87627 -3.58889 -2.09234 0.0 0.0 0.1 -0.039
H -4.19072 3.22438 -0.90233 -0.3 -1.5 0.4 0.126
H -2.74706 7.27231 6.30604 0.0 0.0 0.0 0.285
H 1.97100 0.70355 -5.17765 0.0 0.0 0.0 0.248
H 0.48110 -0.79278 -2.95427 0.0 0.0 0.0 0.262
H 3.85574 -3.81341 0.80303 -0.1 0.0 0.0 0.264
H 3.27998 4.92502 -2.90818 -0.1 -0.1 0.2 0.347
H 1.39545 -3.25439 3.20058 0.0 0.1 0.0 -0.058
H -0.09526 3.37645 3.81709 0.0 0.0 -0.1 0.248
H 1.39260 2.12631 2.38994 -0.2 -0.1 -0.1 0.141
H 4.30094 -2.60142 -0.41337 -0.1 0.2 0.0 0.333
H 0.28414 -10.65073 0.69270 0.1 -0.2 0.0 0.241
H -2.97083 5.89278 5.21446 0.0 -0.2 0.1 0.305
H -0.74512 6.10115 4.30626 -0.1 0.1 0.1 -0.237
H -0.57717 -6.91534 -1.82274 0.0 -0.1 0.0 0.218
H -2.79226 -5.67875 -0.10648 0.0 0.0 0.0 0.284
H 1.91883 -8.97952 0.15006 0.0 0.0 0.0 0.195
H 1.68128 -2.59673 6.18201 0.0 0.0 0.0 0.270
H 1.53490 -8.46615 1.80485 0.2 0.0 0.1 0.244
```
Positions in Å, forces in eV/Å.

Results
total charge	+1
HOMO level	-0.4344	Eh
LUMO	-4.6	eV
electronic energy	-96758.596	eV
energy above the lowest of the compared OMol25 structures with the same formula, charge and spin	19.1	kcal per mole

Record 2
Below is C30H41Br54NO4 as an isolated structure in a non-equilibrium geometry, with properties calculated with ωB97M-V/def2-TZVPD.

The geometry in XYZ format:
```
130
Properties=species:S:1:pos:R:3:forces:R:3:mulliken_charge:R:1
Br -2.48073 -6.53717 -0.88013 0.0 0.0 -0.1 -0.055
Br -1.59469 -5.18825 -11.28336 -0.1 -0.1 0.0 -0.025
Br 7.99426 -0.47521 -0.36148 0.4 0.1 0.1 0.060
Br 5.26438 8.21292 11.83649 0.2 0.1 0.0 0.007
Br -3.61309 0.69766 3.77720 0.2 0.0 0.1 0.095
Br -0.65195 -6.30167 -3.49336 -0.1 0.0 0.1 -0.002
Br -7.01775 -2.64424 -1.48520 0.0 0.1 0.1 -0.028
Br 3.16528 9.10844 4.64593 0.0 -0.1 0.2 -0.009
Br 7.50964 4.84433 6.58807 0.0 0.1 0.1 -0.037
Br 4.12395 5.84015 0.92880 -0.1 0.0 0.1 -0.048
Br -6.20168 3.15054 3.24999 -0.2 -0.1 0.0 -0.023
Br -3.60424 -5.08926 -3.50156 0.3 -0.4 0.0 0.104
Br -16.99015 -6.91960 -0.66527 0.2 0.0 0.0 -0.025
Br 3.96405 -3.42614 -4.30394 1.2 -0.5 -5.4 0.333
Br -14.48259 -6.68259 1.30025 -0.1 0.0 -0.2 0.004
Br -2.80597 -7.31947 -9.23165 0.0 0.0 -0.1 -0.020
Br 4.60546 13.37458 8.09396 0.0 0.0 0.2 -0.008
Br -13.52950 -1.61247 -3.04344 0.1 -0.1 0.1 -0.013
Br -7.46036 1.00868 5.25993 0.0 0.1 -0.1 -0.002
Br 8.22397 8.11240 13.03668 -0.1 0.1 -0.1 -0.022
Br 6.28481 -4.09804 -6.42136 -0.1 0.0 0.0 -0.093
Br -7.90360 -7.50542 -9.78314 -0.1 -0.1 -0.1 0.025
Br 3.33618 -5.27084 -6.87964 0.1 0.1 0.0 -0.094
Br -5.93112 -4.95220 -8.11864 0.1 0.2 0.1 0.030
Br -4.67318 -6.02379 -11.47833 0.2 -0.1 0.0 0.023
Br 6.37078 -4.16531 1.26684 0.4 -0.6 0.2 -0.025
Br 4.69494 -5.30564 3.73521 0.1 0.1 -0.1 -0.008
Br 7.11547 3.72397 -0.88147 0.2 0.1 0.0 0.017
Br -9.27948 2.33397 2.99168 0.2 0.0 0.1 -0.058
Br -7.34433 -9.56698 -12.15561 -0.1 0.1 0.1 -0.002
Br 1.32012 8.03658 7.02476 0.1 0.0 0.0 -0.038
Br -0.57248 -0.25205 3.57366 0.0 -0.1 0.4 -0.014
Br -10.59921 -2.88620 -3.01270 -0.2 0.0 0.1 0.012
Br 7.70520 7.23877 8.70437 0.0 -0.1 -0.1 -0.006
Br 10.80026 -1.06733 -1.76862 -0.2 0.0 0.0 -0.034
Br 6.96582 7.85366 5.66673 0.0 -0.1 0.0 0.010
Br 4.88599 14.35110 11.12463 0.0 -0.1 -0.1 -0.049
Br -6.07164 -0.20412 0.35099 -0.1 0.0 0.0 -0.022
Br -1.47565 1.72322 5.91896 0.0 -0.1 -0.1 -0.025
Br -3.02189 -3.70662 -7.68284 -0.2 0.0 0.1 0.000
Br 6.55739 -2.73880 4.11768 0.0 -0.1 -0.1 -0.013
Br 7.35568 10.53896 11.14892 0.0 -0.2 0.1 -0.051
Br 2.89590 11.95885 10.40078 0.2 0.1 0.0 -0.011
Br 4.64950 2.79614 1.80200 -0.2 1.2 -0.1 0.101
Br 8.08158 -1.32050 -3.43486 0.0 0.0 0.1 -0.018
Br -14.06949 -6.41595 -1.85393 -0.1 -0.1 0.1 -0.006
Br -12.46961 -3.12191 -0.43457 0.0 0.0 -0.1 0.019
Br -8.76992 -6.77365 -12.76668 0.1 -0.1 0.1 -0.013
Br -9.18777 -0.73366 -0.10994 0.2 0.0 0.0 -0.010
Br 4.90582 5.14430 3.95220 0.0 0.0 -0.1 0.033
Br 10.09398 4.84093 -0.58230 -0.1 0.0 0.0 -0.049
Br 7.87284 5.61460 1.58135 0.1 -0.1 -0.1 0.031
Br -5.31532 -3.19534 -5.52158 -0.2 0.2 -0.2 -0.029
Br 4.11417 9.44231 7.67920 -0.1 -0.1 -0.1 0.156
O 2.33369 0.88213 -1.37872 0.1 -0.1 -0.9 0.109
O 3.59017 -2.30290 -2.50929 -0.8 0.4 3.4 -0.400
O 0.07139 0.98059 -0.48322 -0.4 0.9 0.2 -0.206
O -1.23727 -1.09177 -0.65767 -0.6 -0.5 0.3 -0.262
N 4.58248 -1.58947 0.57919 1.5 1.5 0.0 0.317
C -8.51335 -8.18904 -11.48045 0.0 0.0 0.0 -0.379
C 8.22012 5.18184 -0.26684 0.0 0.0 0.0 -0.367
C 3.12460 8.35997 6.42265 0.1 0.0 0.0 -0.129
C 0.20225 2.05373 -1.38402 0.6 0.0 -0.6 -0.430
C -2.44855 -6.47240 -2.81094 0.0 0.0 0.1 -0.420
C 6.30842 -4.40585 3.18399 0.0 0.0 0.2 -0.382
C -7.50764 1.74705 3.47759 0.0 0.0 0.0 0.238
C 4.01177 4.53436 2.35207 0.0 0.0 -0.2 -0.482
C 3.02869 0.09040 -2.32531 0.6 -0.4 0.3 -1.162
C -2.88845 -6.59578 -11.01885 0.0 0.0 0.0 -0.332
C 4.54628 12.85560 9.95395 0.0 0.0 0.0 0.296
C 4.38795 -3.80495 -6.16297 -0.1 -0.4 0.3 -0.356
C 4.53928 0.17105 2.45850 0.7 -0.8 0.3 -1.143
C 4.65204 -0.62344 1.55702 -0.7 -0.8 0.2 0.036
C -7.43823 -1.53289 0.03721 -0.1 0.0 0.0 -0.391
C -3.34577 -2.45591 -0.76952 0.4 0.1 -0.5 -0.599
C -15.26390 -6.11303 -0.36815 0.0 0.1 0.1 -0.274
C -4.91404 -3.48502 -7.38762 0.1 -0.1 0.0 -0.383
C -2.00105 0.27679 4.75558 0.0 -0.1 0.0 -0.449
C -1.79959 -2.39187 -0.70842 -0.6 -0.9 -0.2 -0.312
C -1.05373 1.09263 0.37380 -0.1 -0.7 -0.1 -0.517
C 4.75197 -0.95198 -0.76388 -1.3 -0.2 -0.7 -0.068
C 6.77248 9.24348 12.46084 -0.1 0.0 0.0 -0.356
C 9.00305 -0.40711 -2.00368 0.0 0.0 -0.1 -0.368
C 3.44807 -1.20870 -1.59606 0.4 0.8 0.7 -0.237
C 1.66483 1.98273 -1.99474 -0.5 0.0 1.4 -0.631
C -12.40863 -3.02692 -2.36081 0.0 0.0 -0.1 -0.125
C 3.61639 -3.55326 -1.77977 -0.3 0.1 1.7 -0.934
C -1.94695 -0.21020 0.17724 0.5 1.7 0.4 0.050
C 6.84889 6.57902 7.10904 0.0 0.1 0.0 -0.207
H -15.41857 -5.04367 -0.29864 0.0 -0.1 0.0 0.300
H -1.45747 -3.04630 0.12442 0.0 0.6 -0.1 0.215
H -5.21654 -2.59254 -7.91954 0.0 -0.1 0.1 0.361
H -2.14790 -0.60542 1.18963 -0.1 -0.2 -0.5 0.249
H 5.34556 12.14300 10.11051 -0.1 0.0 0.0 -0.256
H 3.94440 0.65938 -2.60624 -0.4 -0.5 -0.4 0.253
H -2.83600 -7.41814 -3.16675 0.0 0.1 0.0 0.397
H -3.59884 -3.41803 -1.24575 -0.1 0.4 0.5 0.023
H 4.60997 -3.74506 -1.33196 -0.4 0.2 -0.1 0.198
H -7.23866 0.95005 2.79504 0.0 0.1 0.0 -0.189
H -2.88894 0.15243 -0.28415 0.2 -0.6 0.2 -0.002
H 5.79794 6.45867 7.34190 0.1 0.0 0.0 0.213
H 9.08044 0.63518 -2.28621 0.0 -0.1 0.0 0.376
H 3.61866 7.39740 6.37119 0.0 0.1 0.0 0.062
H -1.64451 2.00541 0.16199 0.2 -0.4 0.0 0.430
H 2.40785 -0.15406 -3.20613 0.2 0.1 0.3 0.592
H -9.47968 -8.64548 -11.31120 0.1 0.0 0.0 0.359
H 2.68150 -1.45922 -0.83638 0.0 0.2 -0.6 0.430
H 2.18317 2.90448 -1.67474 0.0 -0.2 -0.6 0.209
H -3.85099 -2.34942 0.20141 0.3 -0.1 -0.3 0.273
H 4.12579 -2.92480 -6.73592 0.0 -0.1 0.0 0.365
H -2.62817 -7.39771 -11.69692 0.0 0.1 0.0 0.349
H 7.95263 6.05122 -0.85310 0.0 -0.1 0.0 0.356
H 2.96282 4.42470 2.59506 0.1 0.0 0.0 0.398
H -2.22300 -0.57360 5.38698 0.0 0.1 0.0 0.407
H 2.84799 -3.53139 -0.98634 0.4 0.1 -0.2 0.322
H -0.70060 1.17936 1.42276 -0.2 -0.1 -0.7 -0.079
H -3.72301 -1.66034 -1.43662 0.1 -0.3 0.2 0.355
H -7.45744 -2.17972 0.90478 0.0 0.0 -0.1 0.466
H 7.13876 -5.04748 3.44815 0.0 0.0 -0.1 0.374
H 3.39252 -4.39612 -2.42941 -0.1 0.2 0.4 0.456
H -1.42744 -2.88079 -1.62927 0.1 0.5 0.3 0.216
H -0.51892 1.99624 -2.22715 0.0 -0.1 0.5 0.172
H 6.43884 9.79983 13.32700 0.0 0.0 -0.1 0.394
H -12.81099 -3.95912 -2.73573 0.0 0.1 0.1 0.102
H 4.75734 0.82388 3.27485 -0.3 -0.4 -0.1 0.699
H 1.65526 1.85227 -3.08692 -0.1 0.3 0.3 0.451
H 4.86052 0.14284 -0.67409 0.0 -0.5 0.2 0.407
H 5.63902 -1.32213 -1.29608 -0.4 -0.1 0.2 0.201
H 5.35062 -2.25549 0.73715 -0.7 0.4 0.0 -0.089
H 0.04107 3.02046 -0.86328 0.2 -0.3 -0.3 0.365
```
Positions in Å, forces in eV/Å.

Results
HOMO level	-0.3223	Eh
LUMO	-0.3	eV
electronic energy	-3823736.056	eV